This record from OMol25 describes a 2-piece molecular cluster, C5H11N2 overall in a non-equilibrium geometry. The level of theory is ωB97M-V/def2-TZVPD.

Each line ends with the Mulliken charge.
CARTESIAN COORDINATES (ANGSTROEM)
C1 1.60910 -1.33285 -0.60465  -0.355
C2 0.54225 -1.46636 -1.31558  -0.150
C3 0.60176 1.11796 0.58217  -0.263
C4 0.90138 1.48099 1.99511  -0.846
C5 -0.94309 0.03599 -0.80951  -0.382
N1 -0.51694 0.54205 0.34278  -0.335
N2 -2.22498 -0.59889 -0.59141  -0.242
H1 2.43122 -2.01629 -0.83173  0.321
H2 1.67883 -0.38743 0.07962  0.123
H3 0.25865 -1.93764 -2.35586  0.306
H4 1.22697 1.49853 -0.34257  0.480
H5 1.77881 0.78351 2.29501  0.262
H6 1.21645 2.66379 2.14390  0.292
H7 -0.02751 1.20911 2.59647  0.277
H8 -0.86540 0.65527 -1.79766  0.380
H9 -3.13342 0.05006 -0.52672  0.382
H10 -2.11076 -0.93744 0.34325  0.396
H11 -2.42332 -1.36037 -1.20261  0.353

Computed properties:
Kohn-Sham gap   9.80 eV
Net charge   +1